1.
# C4H14NO2S

A 2-piece molecular cluster, C4H14NO2S overall (ωB97M-V/def2-TZVPD, the OMol25 dataset).

Structure (ORCA input):
```
! wB97M-V def2-TZVPD RIJCOSX def2/J DEFGRID3
* xyz 1 1
H 1.68231 -0.06753 1.39049
C 1.61821 0.62713 -1.13552
C 0.22064 1.45758 1.81192
H 2.41256 -0.12736 -1.15979
H 0.73688 -1.86244 -1.01138
O -2.66541 -2.41544 -0.05398
H -3.03235 -3.29269 0.09895
H 1.55056 0.41679 -3.09687
H -0.42644 0.81503 -0.56515
H 2.05129 1.49466 -0.63995
C 0.63002 0.11477 1.18045
N -0.01334 -1.18819 -0.82220
H 0.76373 2.25816 1.31956
H -1.60063 2.75272 0.90303
O 1.19124 1.01580 -2.43366
C 0.41075 0.16584 -0.33762
H -0.49619 -1.25649 -1.72708
H -0.02741 -0.63294 1.60090
S -1.56069 1.73263 1.76923
H -0.66154 -1.68877 -0.20590
H 0.55882 1.49830 2.83288
H -3.34302 -1.81756 0.28168
*
```

Properties
relative energy (zero: lowest compared OMol25 entry of this formula, charge and spin)	8.29	kcal/mol
HOMO energy	-12.622	eV
HOMO-LUMO gap	9.395	eV

=====

2.
# C4H14NO3

C4H14NO3 as an isolated structure (ωB97M-V/def2-TZVPD, the OMol25 dataset).

Structure (ORCA input):
```
! wB97M-V def2-TZVPD RIJCOSX def2/J DEFGRID3
* xyz -1 1
H 1.38512 -2.83555 -0.85557
H -0.75655 -0.94231 -1.52485
H 1.73486 0.27253 -1.96152
N 0.37612 -0.47707 0.39320
C 0.77906 0.83418 -0.06164
H 1.26527 1.94132 -1.86958
H -1.04086 2.06575 0.18145
H -0.06715 1.95128 1.59098
H 0.23919 -0.51131 1.39227
H -0.88910 -2.08735 -0.10788
H 1.73097 0.95208 0.38558
C -0.80096 -1.05328 -0.37303
O -2.22765 -0.38978 2.30973
C 0.90671 0.99726 -1.59486
C -0.00212 2.00262 0.52092
H -2.21653 -0.26695 1.04445
O 2.06937 -2.64342 -0.20756
H 1.68169 -2.08570 0.47531
H -0.01766 0.82707 -2.15877
H 0.50052 2.94371 0.12347
H -2.75481 -1.13556 2.41638
O -1.89548 -0.35952 -0.11848
*
```

Properties
relative energy (zero: lowest compared OMol25 entry of this formula, charge and spin)	33.27	kcal/mol
HOMO energy	-3.942	eV
HOMO-LUMO gap	7.838	eV

=====

3.
# C4H14NO3Si2

An isolated ion of composition C4H14NO3Si2 and charge +1 (ωB97M-V/def2-TZVPD, the OMol25 dataset).

Structure (ORCA input):
```
! wB97M-V def2-TZVPD RIJCOSX def2/J DEFGRID3
* xyz 1 1
C -2.46574 1.91047 -0.07583
H -0.33513 0.35374 2.57827
H -3.17463 1.67063 -0.76557
H 2.84096 1.31973 -2.59990
C 3.33424 0.68068 -1.86115
Si -1.67662 0.25381 0.50424
H 2.46946 -2.42306 -0.18863
O -0.91558 0.73437 1.88692
H 1.54374 -1.61536 1.11156
H 3.72788 -0.23374 -2.35075
O 0.48749 0.29064 -1.26608
O 1.73513 1.07338 0.73888
N -0.74816 0.33201 -0.97822
H -1.74503 2.62810 -0.54216
H 2.48330 1.43240 1.12526
Si 2.09610 0.10185 -0.49655
H 0.76850 -1.85949 -0.57679
H -2.89847 2.39577 0.79849
C -2.61370 -1.36317 0.49977
H 4.15985 1.23857 -1.41606
H -3.58157 -1.34716 1.17722
H -2.84640 -1.42174 -0.56280
C 1.72685 -1.73883 0.00758
H -1.95978 -2.15540 0.69848
*
```

Properties
relative energy (zero: lowest compared OMol25 entry of this formula, charge and spin)	21.34	kcal/mol
HOMO energy (alpha / beta)	-14.163 / -14.200	eV
HOMO-LUMO gap (alpha / beta)	8.045 / 8.050	eV

=====

| no. | E_tot (a.u.) |
| --- | --- |
| 1 | -763.9820 |
| 2 | -441.2658 |
| 3 | -1020.0285 |